The following is a DFT calculation (wB97M-V/def2-TZVPD) of a gas-phase ion, C5H12N3 (charge +1).

Calculated values
LUMO (spin up / spin down): -4.35 / -4.35 eV
E_HOMO (spin up / spin down): -14.3 / -14.3 eV
Kohn-Sham gap (spin up / spin down): 10.0 / 10.0 eV
Charge: +1

Each line ends with the natural charge from an NBO analysis.
CARTESIAN COORDINATES (ANGSTROEM)
1 C 1.6529 -1.3006 -0.0704  -0.005
2 N 2.6839 -0.3175 -0.1824  -0.631
3 C 2.3286 0.9458 0.0729  0.301
4 N 1.0966 1.2458 0.3145  -0.300
5 N 0.3232 0.1469 0.4370  -0.258
6 C -0.9720 0.0981 -0.3415  -0.058
7 C -1.8611 1.4089 -0.1151  -0.666
8 C -1.7366 -1.0604 0.2405  -0.655
9 H 1.2434 -1.8380 -0.9747  0.229
10 H 1.8090 -1.9096 0.7863  0.212
11 H 3.4688 -0.5339 -0.8875  0.457
12 H 2.9882 1.8000 -0.0578  0.247
13 H 0.1299 -0.2565 1.4170  0.431
14 H -0.6370 0.1376 -1.4353  0.234
15 H -2.6981 1.4596 -0.8578  0.248
16 H -2.4430 1.3291 0.8254  0.222
17 H -1.4912 2.5330 -0.2359  0.265
18 H -2.7631 -1.0211 -0.1984  0.266
19 H -1.9495 -0.8845 1.3169  0.235
20 H -1.1731 -1.9827 -0.0537  0.225

Forces on atoms 1 to 6 (eV/Å):
-1.51 2.03 -0.66
1.59 -2.18 -2.11
-0.94 1.71 -0.42
0.74 0.65 0.64
0.42 -4.13 0.66
-0.03 3.09 -0.49

---

The following is a DFT calculation (wB97M-V/def2-TZVPD) of C4H7BO2 in the gas phase.

Calculated values
LUMO: 0.14 eV
E_HOMO: -9.1 eV
Kohn-Sham gap: 9.3 eV
Charge: 0

Each line ends with the natural charge from an NBO analysis.
CARTESIAN COORDINATES (ANGSTROEM)
1 C -0.1824 1.3267 -0.6883  -1.016
2 B 0.8146 0.6054 0.2439  0.816
3 C 2.1931 -0.2130 -0.1744  0.163
4 O 2.1865 -1.2245 -0.8356  -0.520
5 C 0.5439 0.1674 1.7323  -0.898
6 C -0.7443 -0.6493 1.9025  0.466
7 O -1.6061 -0.6822 1.0656  -0.514
8 H -1.0484 1.4597 -0.0774  0.245
9 H -0.2986 0.7343 -1.5767  0.270
10 H 0.1464 2.2532 -1.0585  0.253
11 H 3.1080 0.0302 0.2524  0.102
12 H 1.4904 -0.1839 2.1373  0.244
13 H 0.3392 1.0469 2.4593  0.268
14 H -0.8507 -1.1535 2.8601  0.120

Forces on atoms 1 to 6 (eV/Å):
0.66 -0.74 1.08
1.02 -1.27 -0.42
-2.57 0.38 -0.95
-0.48 -0.46 -0.48
-0.59 1.98 1.09
0.89 0.32 -0.55

---

The following is a DFT calculation (wB97M-V/def2-TZVPD) of C15H16N4O4S in the gas phase.

Calculated values
LUMO: -0.57 eV
E_HOMO: -8.0 eV
Kohn-Sham gap: 7.4 eV
Charge: 0

Each line ends with the natural charge from an NBO analysis.
CARTESIAN COORDINATES (ANGSTROEM)
1 O -1.3415 0.7944 2.5220  -0.376
2 N -1.4043 1.9305 2.9326  0.524
3 O -2.1286 2.3229 3.8138  -0.351
4 C -0.4706 2.8803 2.3710  0.127
5 C 0.1993 3.7244 3.2487  -0.209
6 C 1.1501 4.6024 2.7584  -0.188
7 C 1.4159 4.6475 1.3983  -0.187
8 C 0.7161 3.8270 0.5268  -0.178
9 C -0.2207 2.9309 1.0081  -0.339
10 S -1.2429 2.0360 -0.1922  2.348
11 O -2.5789 2.0286 0.3167  -0.928
12 O -0.9800 2.6667 -1.4536  -0.935
13 N -0.6209 0.5101 -0.1594  -0.693
14 C 0.5596 0.2551 -0.9515  -0.231
15 C 1.3125 -0.9248 -0.3246  -0.232
16 N 0.4407 -2.0754 -0.2216  -0.416
17 C 0.4122 -2.9594 -1.2718  0.390
18 C -0.5125 -4.0149 -1.3613  -0.309
19 C -0.4113 -4.8998 -2.4122  -0.142
20 C 0.5962 -4.7378 -3.3564  -0.316
21 C 1.4619 -3.6755 -3.1816  0.070
22 N 1.3779 -2.8137 -2.1846  -0.502
23 C -0.7254 -1.7787 0.5803  -0.217
24 C -1.5109 -0.6221 -0.0459  -0.237
25 H -0.0326 3.6779 4.3021  0.245
26 H 1.6767 5.2548 3.4374  0.227
27 H 2.1524 5.3357 1.0135  0.226
28 H 0.8592 3.8826 -0.5407  0.253
29 H 1.1697 1.1581 -0.9500  0.217
30 H 0.2929 0.0109 -1.9887  0.201
31 H 2.1678 -1.1972 -0.9413  0.257
32 H 1.6373 -0.6548 0.6841  0.197
33 H -1.2889 -4.1480 -0.6262  0.212
34 H -1.1148 -5.7158 -2.4980  0.215
35 H 0.6992 -5.4121 -4.1909  0.219
36 H 2.2713 -3.4886 -3.8764  0.190
37 H -1.3634 -2.6522 0.6873  0.213
38 H -0.3884 -1.4669 1.5723  0.217
39 H -2.3411 -0.3199 0.5897  0.252
40 H -1.8914 -0.9193 -1.0343  0.187

Forces on atoms 1 to 6 (eV/Å):
-0.07 -0.36 0.13
-0.07 -0.21 0.36
-0.33 0.11 0.28
0.75 0.76 -0.10
-0.26 -0.28 -0.08
0.01 -0.04 -0.16

---

The following is a DFT calculation (wB97M-V/def2-TZVPD) of 2 unconnected molecules or ions with the total composition C9H14.

Calculated values
LUMO: 0.99 eV
E_HOMO: -8.9 eV
Kohn-Sham gap: 9.8 eV
Charge: 0

Each line ends with the natural charge from an NBO analysis.
CARTESIAN COORDINATES (ANGSTROEM)
1 C -0.7919 -2.6010 -0.0819  -0.649
2 C 0.0758 -1.5330 -0.6472  0.008
3 C -0.1755 -1.1094 -1.9570  -0.227
4 C 0.2493 0.1612 -2.3048  -0.202
5 C 0.8737 1.0204 -1.4129  -0.233
6 C 1.3713 0.4824 -0.2396  -0.198
7 C 1.0112 -0.8156 0.0909  -0.230
8 H -1.4094 -3.1016 -0.8203  0.218
9 H -1.3944 -2.1608 0.7192  0.226
10 H -0.4279 -3.4341 0.5403  0.224
11 H -0.6229 -1.8341 -2.6217  0.214
12 H 0.0583 0.5214 -3.3110  0.210
13 H 1.0858 2.0394 -1.7059  0.215
14 H 1.9662 1.0228 0.4825  0.218
15 H 1.3256 -1.2736 1.0197  0.207
16 C -0.1758 1.7647 2.4100  -0.615
17 C -1.6793 2.0131 2.5752  -0.614
18 H 0.4269 1.8917 3.3149  0.202
19 H 0.0218 0.7607 2.0506  0.210
20 H 0.2967 2.4751 1.7323  0.201
21 H -2.2182 1.0852 2.4399  0.205
22 H -1.9969 2.7188 1.8377  0.206
23 H -1.9399 2.4706 3.5277  0.205

Forces on atoms 1 to 6 (eV/Å):
-0.18 -1.14 1.41
0.35 -0.07 -0.63
0.62 0.11 0.91
-0.50 0.19 -1.02
0.68 -0.19 -0.14
-0.13 -0.46 0.15

---

The following is a DFT calculation (wB97M-V/def2-TZVPD) of a molecular structure, C9H14KN2OS2.

Calculated values
LUMO: -2.76 eV
E_HOMO: -11.8 eV
Kohn-Sham gap: 9.1 eV
Charge: +1

Each line ends with the natural charge from an NBO analysis.
CARTESIAN COORDINATES (ANGSTROEM)
1 K 0.5383 -2.9877 2.2589  0.970
2 N -0.0554 1.7114 4.8786  -0.757
3 C 0.3776 0.6978 4.1327  0.341
4 N 0.8537 1.0186 2.9389  -0.792
5 S 0.1548 -0.9541 4.4938  -0.418
6 H 0.1177 2.6520 4.5111  0.394
7 H -0.6321 1.6313 5.6645  0.428
8 H 0.7052 1.9060 2.4791  0.407
9 H 1.1485 0.1212 2.3988  0.416
10 C 0.1778 3.0740 -1.8342  -0.617
11 C 0.1265 1.5233 -1.8436  0.044
12 C 0.5935 0.8212 -2.9492  -0.211
13 C 0.6931 -0.5493 -2.8934  -0.169
14 C 0.1146 -1.1898 -1.8035  -0.283
15 C -0.3384 -0.5227 -0.7121  -0.160
16 C -0.2838 0.8449 -0.6754  -0.238
17 S 0.2650 -3.0123 -1.6097  1.269
18 C -1.4396 -3.5428 -1.6168  -0.808
19 O 0.7380 -3.2327 -0.1952  -1.080
20 H 1.1633 3.3463 -2.2526  0.228
21 H 0.1529 3.3338 -0.7842  0.204
22 H -0.6079 3.4988 -2.3196  0.228
23 H 0.7689 1.4066 -3.8321  0.230
24 H 1.0963 -1.0509 -3.7314  0.235
25 H -0.8223 -0.9848 0.1190  0.198
26 H -0.5415 1.4248 0.1995  0.207
27 H -2.1068 -2.8397 -1.1257  0.239
28 H -1.3496 -4.5228 -1.2177  0.247
29 H -1.6083 -3.6223 -2.6785  0.246

Forces on atoms 1 to 6 (eV/Å):
0.09 -0.29 0.08
1.14 1.28 -1.38
-1.54 -0.86 0.26
1.54 -2.47 -2.14
0.19 0.62 0.54
-0.23 -0.57 0.56

---

What are the relative energy (zero: lowest compared OMol25 entry of this formula, charge and spin) values for these records? In order: 92.8 76.1 112.7 20.6 12.0 kcal/mol.
What are the maximum force values for these records? In order: 4.2 2.8 1.1 1.8 4.3 eV/A.